Below is a single C6H10O molecule, with properties calculated with ωB97M-V/def2-TZVPD.

Last column: Mulliken charge in e.
Element x y z (Å)
O1 -1.263167 -0.303966 0.587267  -0.424
C1 -0.326036 0.183520 -1.502345  -0.041
C2 -1.585173 -0.196791 -0.784590  -0.477
C3 0.110935 -0.690756 0.721554  0.138
C4 0.658566 -0.104735 2.017724  -1.297
C5 0.625935 1.222835 -0.922403  -0.825
C6 0.784230 -0.227335 -0.567805  -0.141
H1 -1.838850 -1.149307 -1.407362  0.254
H2 0.637607 0.990454 1.991809  0.298
H3 1.694824 -0.425305 2.177274  0.355
H4 1.653633 -0.780898 -0.918987  0.410
H5 1.378297 1.674682 -1.565579  0.287
H6 0.057848 -0.441279 2.868896  0.344
H7 0.153238 -1.790110 0.770119  0.312
H8 -0.539381 -0.298401 -2.462208  0.309
H9 0.268740 1.892674 -0.127701  0.192
H10 -2.471247 0.444719 -0.875663  0.305

Cartesian forces (eV/Å) of the 3 atoms listed first:
-0.21 -0.24 -0.07
-0.24 -0.38 0.17
-0.53 -0.69 -0.53

Its net charge is 0. As for the total energy: -309.797031 hartree. The value obtained for the LUMO energy is 1.12 eV. Its relative energy (zero: lowest compared OMol25 entry of this formula, charge and spin) is 1.234 eV. As for the SMILES: C[C@H]1OC[C@H]2C[C@H]21. For the frontier orbital gap, the calculation gives 10.70 eV. The HOMO energy is -9.6 eV.

***

Below is 2 unconnected molecules or ions with the total composition C2H2FI, with properties calculated with ωB97M-V/def2-TZVPD.

Last column: Mulliken charge in e.
Element x y z (Å)
I1 1.562229 0.140397 1.868722  0.240
F1 -1.030678 1.600211 0.160098  -0.372
C1 0.871227 -0.623884 0.131524  -0.733
C2 0.436204 -1.190812 -0.828425  0.115
H1 0.095517 -1.610509 -1.727982  0.370
H2 -1.934499 1.684598 0.396063  0.380

Cartesian forces (eV/Å) of the 3 atoms listed first:
-0.20 -0.22 -0.63
-0.87 0.20 0.19
0.29 0.06 0.91

Its net charge is 0. As for the total energy: -474.876973 hartree. The value obtained for the LUMO energy is 0.46 eV. Its relative energy (zero: lowest compared OMol25 entry of this formula, charge and spin) is 1.087 eV. As for the SMILES: C#CI.F. For the frontier orbital gap, the calculation gives 9.87 eV. The HOMO energy is -9.4 eV.